1.
{
  "formula": "C17H54O14",
  "method": "ωB97M-V/def2-TZVPD",
  "symbols": ["C", "O", "C", "C", "O", "C", "H", "H", "H", "H", "H", "H", "H", "H", "H", "H", "C", "O", "C", "C", "O", "C", "H", "H", "H", "H", "H", "H", "H", "H", "H", "H", "C", "O", "C", "C", "O", "C", "H", "H", "H", "H", "H", "H", "H", "H", "H", "H", "C", "O", "C", "C", "O", "C", "H", "H", "H", "H", "H", "H", "H", "H", "H", "H", "O", "H", "H", "O", "H", "H", "O", "H", "H", "O", "H", "H", "O", "H", "H", "C", "O", "H", "H", "H", "H"],
  "xyz": [[7.549, -1.290, -2.897], [6.910, -0.142, -3.526], [5.946, -0.369, -4.590], [4.546, -0.821, -4.000], [4.020, 0.282, -3.287], [2.862, -0.111, -2.476], [8.164, -1.074, -2.024], [8.224, -1.776, -3.602], [6.952, -2.124, -2.528], [6.323, -1.034, -5.367], [5.824, 0.544, -5.173], [4.632, -1.676, -3.330], [3.873, -1.165, -4.786], [2.265, -1.009, -2.639], [2.124, 0.688, -2.544], [3.218, -0.270, -1.458], [8.727, -4.452, 0.550], [8.190, -3.305, -0.148], [7.849, -2.248, 0.793], [7.211, -1.036, 0.269], [5.961, -1.308, -0.475], [5.425, -0.101, -1.052], [9.814, -4.366, 0.522], [8.441, -5.354, 0.008], [8.460, -4.521, 1.604], [8.678, -1.966, 1.442], [7.061, -2.626, 1.445], [7.936, -0.422, -0.266], [6.844, -0.387, 1.064], [4.500, -0.466, -1.497], [5.955, 0.491, -1.798], [5.131, 0.617, -0.286], [11.658, -4.021, 1.996], [11.565, -2.641, 1.832], [10.597, -2.281, 0.907], [11.068, -1.059, 0.029], [12.197, -1.326, -0.852], [12.878, -0.157, -1.257], [12.179, -4.532, 1.186], [10.699, -4.538, 2.019], [12.226, -4.271, 2.892], [9.663, -2.018, 1.403], [10.249, -3.086, 0.260], [11.305, -0.214, 0.676], [10.187, -0.715, -0.513], [13.251, 0.395, -0.394], [12.239, 0.502, -1.845], [13.750, -0.362, -1.878], [8.001, 3.321, 3.309], [7.645, 3.485, 1.936], [8.140, 2.449, 1.071], [7.520, 2.723, -0.341], [6.123, 2.596, -0.256], [5.478, 3.093, -1.456], [7.585, 4.196, 3.808], [9.070, 3.124, 3.386], [7.542, 2.450, 3.778], [7.776, 1.544, 1.557], [9.228, 2.427, 1.145], [7.921, 1.875, -0.896], [7.912, 3.662, -0.731], [5.624, 2.532, -2.379], [5.797, 4.129, -1.570], [4.405, 3.126, -1.265], [11.771, 2.061, -0.315], [11.546, 1.935, -1.237], [11.905, 3.004, -0.228], [10.214, 1.207, 0.714], [9.597, 0.942, 0.032], [11.014, 1.434, 0.239], [10.814, 1.544, -2.287], [10.702, 2.255, -2.918], [11.567, 1.050, -2.613], [7.680, 1.225, -2.460], [7.107, 0.585, -2.882], [7.686, 1.973, -3.058], [9.362, 0.846, -1.062], [8.605, 0.765, -1.643], [10.031, 1.272, -1.597], [9.590, -0.350, -3.390], [9.660, 0.179, -4.732], [9.408, -1.422, -3.311], [10.577, -0.193, -2.955], [8.796, 0.171, -2.853], [10.148, -0.470, -5.244]],
  "lowdin_charge": [-0.048, -0.102, -0.030, -0.174, -0.204, -0.076, 0.097, 0.092, 0.122, 0.131, 0.137, 0.123, 0.124, 0.097, 0.096, 0.065, -0.092, -0.150, -0.192, -0.147, -0.152, -0.090, 0.029, 0.098, 0.105, 0.075, 0.136, 0.104, 0.136, 0.031, 0.074, 0.111, -0.123, -0.118, -0.189, -0.099, -0.133, -0.091, 0.095, 0.061, 0.092, 0.063, 0.080, 0.107, 0.104, 0.109, 0.034, 0.104, -0.114, -0.214, -0.159, -0.190, -0.178, -0.080, 0.082, 0.083, 0.072, 0.112, 0.085, 0.069, 0.133, 0.066, 0.087, 0.090, 0.077, -0.044, 0.128, -0.161, -0.202, -0.212, 0.098, 0.180, 0.085, -0.084, -0.280, 0.137, -0.083, -0.062, -0.192, -0.175, -0.056, 0.082, 0.088, 0.028, 0.084],
  "multiplicity": 1,
  "energy_ev": -47141.15437,
  "mol_weight_g_mol": 482.605,
  "charge": 0
}

2.
{
  "formula": "C17H58N12O12",
  "method": "ωB97M-V/def2-TZVPD",
  "symbols": ["C", "C", "O", "H", "H", "H", "H", "H", "H", "C", "C", "O", "H", "H", "H", "H", "H", "H", "C", "C", "O", "H", "H", "H", "H", "H", "H", "C", "C", "O", "H", "H", "H", "H", "H", "H", "C", "C", "O", "H", "H", "H", "H", "H", "H", "C", "O", "N", "N", "H", "H", "H", "H", "C", "O", "N", "N", "H", "H", "H", "H", "C", "O", "N", "N", "H", "H", "H", "H", "C", "O", "N", "N", "H", "H", "H", "H", "C", "O", "N", "N", "H", "H", "H", "H", "C", "O", "N", "N", "H", "H", "H", "H", "C", "O", "H", "H", "H", "H"],
  "xyz": [[-12.570, 19.387, -11.445], [-11.711, 20.127, -12.479], [-12.116, 21.465, -12.398], [-13.591, 19.556, -11.758], [-12.357, 19.735, -10.427], [-12.379, 18.368, -11.452], [-11.862, 19.868, -13.507], [-10.635, 20.039, -12.389], [-11.798, 21.946, -13.185], [-9.639, 24.642, -19.009], [-9.151, 25.324, -17.755], [-9.165, 24.224, -16.868], [-10.730, 24.745, -19.197], [-9.290, 23.720, -19.227], [-9.228, 25.279, -19.777], [-10.025, 26.066, -17.422], [-8.164, 25.764, -17.781], [-8.682, 24.545, -16.147], [-9.152, 24.782, -11.576], [-9.808, 23.523, -11.011], [-10.544, 23.835, -9.811], [-8.364, 25.055, -10.857], [-9.850, 25.595, -11.882], [-8.671, 24.647, -12.515], [-9.036, 22.749, -10.942], [-10.452, 23.011, -11.789], [-10.902, 22.999, -9.413], [-17.843, 24.594, -11.675], [-17.700, 24.914, -13.177], [-16.606, 24.302, -13.816], [-18.725, 25.080, -11.141], [-16.934, 24.903, -11.152], [-17.885, 23.536, -11.545], [-17.538, 26.028, -13.197], [-18.583, 24.636, -13.636], [-16.719, 24.345, -14.775], [-11.030, 27.772, -15.014], [-9.525, 27.734, -14.933], [-9.181, 26.321, -14.743], [-11.477, 27.687, -14.027], [-11.433, 27.037, -15.664], [-11.340, 28.731, -15.444], [-9.352, 28.220, -13.973], [-8.925, 28.417, -15.455], [-8.363, 26.325, -14.277], [-10.682, 21.467, -15.317], [-10.030, 20.302, -15.634], [-11.754, 21.874, -15.881], [-10.369, 22.290, -14.389], [-11.893, 21.424, -16.767], [-11.961, 22.926, -15.928], [-9.655, 22.049, -13.687], [-10.684, 23.374, -14.379], [-14.237, 22.123, -18.363], [-13.798, 23.412, -17.936], [-14.480, 21.193, -17.497], [-14.401, 21.704, -19.587], [-14.409, 21.400, -16.541], [-15.063, 20.316, -17.629], [-14.170, 22.262, -20.384], [-14.826, 20.884, -19.835], [-13.201, 26.074, -11.292], [-12.989, 26.773, -10.106], [-12.593, 24.947, -11.641], [-13.964, 26.603, -12.165], [-11.917, 24.642, -10.914], [-13.259, 24.194, -11.844], [-14.554, 27.450, -11.937], [-14.256, 26.075, -12.964], [-12.451, 24.646, -14.943], [-13.703, 24.663, -14.435], [-11.480, 24.798, -14.096], [-12.198, 24.483, -16.181], [-11.845, 24.900, -13.074], [-10.681, 25.488, -14.192], [-12.965, 24.380, -16.857], [-11.258, 24.632, -16.606], [-14.591, 22.933, -10.538], [-15.455, 23.547, -9.669], [-13.541, 22.230, -10.228], [-14.709, 23.003, -11.838], [-13.559, 22.085, -9.210], [-12.860, 21.782, -10.889], [-14.392, 22.197, -12.427], [-15.420, 23.634, -12.268], [-14.900, 20.905, -14.450], [-14.568, 19.599, -14.342], [-16.114, 21.313, -14.335], [-14.103, 21.907, -14.834], [-16.807, 20.580, -14.091], [-16.300, 22.327, -14.225], [-14.214, 22.915, -14.825], [-13.084, 21.672, -14.967], [-17.306, 22.919, -17.069], [-16.294, 23.910, -16.827], [-17.276, 22.649, -18.129], [-18.211, 23.306, -16.826], [-17.176, 22.063, -16.426], [-15.445, 23.506, -17.102]],
  "lowdin_charge": [-0.044, -0.279, -0.170, 0.072, 0.078, 0.053, 0.095, 0.112, 0.043, -0.077, -0.296, -0.092, 0.091, 0.043, 0.071, 0.134, 0.117, 0.033, -0.077, -0.313, -0.084, 0.091, 0.077, 0.041, 0.113, 0.080, 0.112, -0.078, -0.296, -0.123, 0.107, 0.050, 0.058, 0.125, 0.081, 0.061, -0.073, -0.237, -0.108, 0.084, 0.042, 0.094, 0.113, 0.099, 0.079, -0.672, -0.099, 0.129, 0.133, 0.128, 0.076, 0.132, 0.116, -0.519, -0.154, 0.198, 0.206, 0.026, 0.183, 0.126, 0.088, -0.597, -0.129, 0.128, 0.186, 0.096, 0.071, 0.163, 0.070, -0.641, -0.082, 0.131, 0.183, 0.087, 0.098, 0.089, 0.121, -0.638, -0.099, 0.162, 0.144, 0.136, 0.072, 0.109, 0.094, -0.666, -0.086, 0.166, 0.122, 0.151, 0.095, 0.069, 0.067, -0.132, -0.132, 0.086, 0.044, 0.052, 0.017],
  "multiplicity": 1,
  "energy_ev": -61017.54544,
  "relative_energy_kcal_mol": 46.2,
  "mol_weight_g_mol": 622.723,
  "charge": 0,
  "smiles": "NC(N)=O.NC(N)=O.NC(N)=O.NC(N)=O.NC(N)=O.NC(N)=O.CCO.CCO.CCO.CCO.CCO.CO"
}

3.
{
  "formula": "C17H58N18O12",
  "method": "ωB97M-V/def2-TZVPD",
  "symbols": ["C", "O", "N", "N", "H", "H", "H", "H", "C", "O", "N", "N", "H", "H", "H", "H", "C", "O", "N", "N", "H", "H", "H", "H", "C", "O", "N", "N", "H", "H", "H", "H", "C", "O", "N", "N", "H", "H", "H", "H", "C", "O", "N", "N", "H", "H", "H", "H", "C", "O", "N", "N", "H", "H", "H", "H", "C", "O", "N", "N", "H", "H", "H", "H", "C", "O", "N", "N", "H", "H", "H", "H", "C", "C", "O", "H", "H", "H", "H", "H", "H", "C", "C", "C", "O", "H", "H", "H", "H", "H", "H", "H", "H", "C", "C", "C", "O", "H", "H", "H", "H", "H", "H", "H", "H"],
  "xyz": [[-1.500, 3.522, 3.531], [-0.850, 4.140, 4.336], [-2.611, 2.976, 3.864], [-0.934, 3.083, 2.455], [-3.073, 2.322, 3.249], [-3.067, 3.179, 4.742], [-1.541, 2.764, 1.713], [-0.001, 3.377, 2.204], [-0.440, -1.654, 4.010], [-0.819, -0.544, 4.346], [0.246, -1.859, 2.916], [-0.695, -2.780, 4.594], [0.567, -1.040, 2.421], [0.248, -2.801, 2.552], [-1.147, -2.773, 5.498], [-0.015, -3.499, 4.394], [4.122, 1.853, -1.118], [4.941, 1.166, -1.684], [4.379, 2.842, -0.339], [2.820, 1.731, -1.158], [5.338, 3.150, -0.265], [3.583, 3.407, -0.078], [2.169, 2.385, -0.748], [2.567, 1.031, -1.840], [1.927, -2.107, -3.143], [0.785, -2.572, -3.219], [2.348, -1.226, -2.230], [2.911, -2.374, -3.966], [3.350, -1.104, -2.185], [1.662, -1.113, -1.498], [3.835, -1.987, -3.841], [2.774, -3.019, -4.731], [-3.908, 0.685, 1.875], [-3.684, 1.841, 1.642], [-3.092, -0.126, 2.501], [-4.963, 0.040, 1.389], [-3.405, -1.082, 2.592], [-2.269, 0.126, 3.029], [-5.004, -0.965, 1.484], [-5.706, 0.598, 0.993], [2.262, 1.100, 2.846], [1.986, 0.364, 1.931], [3.244, 2.015, 2.861], [1.649, 1.142, 3.964], [3.358, 2.572, 3.696], [3.705, 2.264, 1.998], [0.878, 0.531, 4.191], [2.034, 1.714, 4.703], [-3.487, 5.083, -0.349], [-4.586, 5.374, 0.122], [-2.883, 3.943, -0.140], [-2.768, 5.822, -1.148], [-2.005, 3.881, -0.636], [-3.471, 3.209, 0.227], [-1.959, 5.410, -1.590], [-3.165, 6.697, -1.459], [0.033, 3.503, -2.806], [-0.610, 3.964, -1.892], [-0.401, 2.521, -3.581], [1.301, 3.757, -2.937], [-1.335, 2.146, -3.501], [0.224, 2.162, -4.289], [1.802, 3.596, -3.799], [1.768, 4.279, -2.209], [-0.411, -4.775, -0.605], [-0.739, -5.604, 0.205], [0.492, -3.875, -0.401], [-0.920, -4.749, -1.820], [0.920, -3.644, 0.484], [0.857, -3.252, -1.108], [-0.582, -4.131, -2.544], [-1.770, -5.286, -1.909], [-0.789, 0.724, -0.709], [-0.543, -0.689, -0.155], [0.800, -0.931, -0.111], [-0.149, 1.530, -0.350], [-1.782, 0.983, -0.339], [-0.662, 0.663, -1.790], [-1.120, -1.352, -0.800], [-0.914, -0.867, 0.854], [1.224, -0.404, 0.570], [3.710, -3.837, 0.078], [4.193, -2.810, 1.125], [4.929, -1.590, 0.512], [3.071, -2.341, 1.783], [3.403, -4.738, 0.610], [4.571, -4.222, -0.470], [2.915, -3.579, -0.622], [4.736, -3.330, 1.915], [5.953, -1.940, 0.383], [4.965, -0.670, 1.096], [4.419, -1.344, -0.419], [2.960, -1.481, 1.371], [-4.188, -1.125, -1.726], [-3.424, -1.436, -2.987], [-3.232, -2.912, -3.146], [-4.131, -0.904, -4.130], [-5.192, -1.538, -1.631], [-4.247, -0.119, -1.311], [-3.541, -1.554, -0.961], [-2.465, -0.939, -3.131], [-4.045, -3.509, -3.561], [-2.905, -3.396, -2.226], [-2.324, -3.007, -3.741], [-3.463, -0.663, -4.777]],
  "lowdin_charge": [-0.819, 0.009, 0.191, 0.180, 0.051, 0.128, 0.065, 0.110, -0.762, 0.006, 0.199, 0.183, 0.068, 0.117, 0.127, 0.123, -0.801, 0.048, 0.161, 0.177, 0.133, 0.109, 0.098, 0.089, -0.712, 0.005, 0.165, 0.172, 0.086, 0.046, 0.115, 0.122, -0.733, 0.012, 0.204, 0.175, 0.116, 0.080, 0.111, 0.129, -0.714, 0.015, 0.177, 0.222, 0.111, 0.079, 0.086, 0.130, -0.770, 0.006, 0.163, 0.160, 0.053, 0.077, 0.065, 0.117, -0.737, 0.016, 0.184, 0.170, 0.122, 0.114, 0.122, 0.119, -0.788, 0.030, 0.186, 0.163, 0.092, 0.060, 0.068, 0.114, -0.044, -0.300, -0.123, 0.060, 0.067, 0.058, 0.105, 0.091, 0.030, -0.047, -0.471, -0.025, -0.066, 0.081, 0.076, 0.048, 0.135, 0.085, 0.081, 0.051, 0.032, -0.060, -0.479, -0.063, -0.059, 0.092, 0.064, 0.060, 0.125, 0.095, 0.055, 0.074, 0.076],
  "multiplicity": 1,
  "energy_ev": -69967.56732,
  "mol_weight_g_mol": 706.765,
  "charge": 0,
  "smiles": "NC(N)=O.NC(N)=O.NC(N)=O.NC(N)=O.NC(N)=O.NC(N)=O.NC(N)=O.NC(N)=O.NC(N)=O.CC(C)O.CC(C)O.CCO"
}